1.
C33H71N2O25Si | ωB97M-V with the def2-TZVPD basis set

```
! RIJCOSX wB97M-V def2-TZVPD def2/J DEFGRID3
* xyz 1 1
C -0.32 1.29 2.89
Si 0.00 -0.45 2.26
C 0.90 -1.41 3.57
C 1.05 -0.35 0.72
O -1.45 -1.25 1.95
C -2.15 -0.85 0.78
C -3.41 -1.69 0.65
C -4.74 -1.15 1.20
C -5.13 -1.73 2.57
N -5.97 -0.83 3.34
C -5.18 0.33 3.74
C -4.34 0.92 2.59
N -4.80 0.36 1.28
H -0.16 1.33 3.97
H -1.29 1.71 2.66
H 0.43 1.94 2.44
H 1.58 -2.13 3.12
H 1.51 -0.69 4.12
H 0.25 -1.92 4.28
H 0.86 -1.20 0.07
H 2.09 -0.33 1.01
H 0.80 0.55 0.16
H -1.54 -0.99 -0.11
H -2.35 0.23 0.83
H -3.22 -2.61 1.20
H -3.54 -1.98 -0.40
H -5.51 -1.43 0.50
H -4.25 -2.00 3.15
H -5.69 -2.65 2.37
H -6.78 -0.56 2.78
H -4.49 -0.01 4.50
H -5.84 1.07 4.18
H -4.46 2.00 2.57
H -3.28 0.71 2.72
H -4.31 0.80 0.50
H -5.77 0.64 1.18
C 0.85 0.51 -5.98
O 1.00 0.02 -4.64
C 2.26 -0.01 -4.22
O 3.22 0.33 -4.86
O 2.27 -0.46 -2.96
C 3.56 -0.53 -2.34
H -0.21 0.49 -6.20
H 1.22 1.54 -6.05
H 1.39 -0.12 -6.68
H 4.03 0.45 -2.30
H 4.22 -1.23 -2.85
H 3.36 -0.88 -1.33
C -1.79 2.19 -3.52
O -2.35 2.46 -4.81
C -3.26 3.43 -4.84
O -3.65 4.06 -3.88
O -3.67 3.58 -6.09
C -4.65 4.60 -6.28
H -1.07 1.39 -3.66
H -1.28 3.08 -3.13
H -2.57 1.88 -2.82
H -4.26 5.57 -5.99
H -5.55 4.38 -5.71
H -4.88 4.59 -7.34
C 9.73 -3.41 -5.59
O 8.83 -2.64 -6.38
C 7.68 -2.33 -5.78
O 7.37 -2.66 -4.66
O 6.95 -1.62 -6.63
C 5.68 -1.16 -6.15
H 10.60 -3.57 -6.22
H 10.02 -2.86 -4.69
H 9.28 -4.36 -5.31
H 5.79 -0.48 -5.31
H 5.05 -2.00 -5.86
H 5.23 -0.63 -6.98
C 8.91 -2.20 -1.83
O 8.52 -2.57 -0.50
C 7.65 -1.75 0.09
O 7.13 -0.78 -0.40
O 7.45 -2.19 1.34
C 6.55 -1.40 2.09
H 9.59 -2.99 -2.15
H 8.06 -2.16 -2.51
H 9.43 -1.25 -1.82
H 5.57 -1.38 1.62
H 6.91 -0.38 2.20
H 6.48 -1.87 3.07
C -2.10 -8.79 3.25
O -1.31 -7.59 3.29
C -1.95 -6.49 2.92
O -3.10 -6.42 2.58
O -1.10 -5.46 3.00
C -1.68 -4.21 2.63
H -1.44 -9.59 3.58
H -2.95 -8.70 3.93
H -2.46 -8.98 2.24
H -2.52 -3.98 3.29
H -2.02 -4.26 1.60
H -0.91 -3.46 2.73
C 5.32 4.96 4.84
O 6.26 3.94 4.46
C 6.48 3.85 3.15
O 5.96 4.53 2.30
O 7.38 2.89 2.94
C 7.73 2.70 1.57
H 5.25 4.90 5.92
H 5.68 5.94 4.53
H 4.35 4.76 4.38
H 8.18 3.60 1.15
H 6.86 2.41 0.98
H 8.46 1.89 1.55
C -5.30 5.49 3.73
O -5.03 4.36 4.57
C -4.97 4.66 5.88
O -5.12 5.75 6.35
O -4.72 3.53 6.54
C -4.63 3.70 7.97
H -5.31 5.11 2.71
H -6.26 5.93 3.98
H -4.51 6.24 3.83
H -5.57 4.08 8.37
H -3.82 4.39 8.22
H -4.43 2.71 8.37
C -5.62 0.75 -5.43
O -6.74 0.25 -4.68
C -6.44 -0.22 -3.49
O -5.35 -0.24 -2.97
O -7.56 -0.67 -2.91
C -7.32 -1.20 -1.62
H -6.04 1.12 -6.36
H -5.13 1.56 -4.89
H -4.91 -0.05 -5.64
H -6.89 -0.43 -0.99
H -6.64 -2.05 -1.67
H -8.28 -1.52 -1.21
*
```

Computed properties:
Relative energy (zero: lowest compared OMol25 entry of this formula, charge and spin) in eV: 0.3259
Calculated total energy in eV: -97413.84791

These are the Löwdin partial charges, in e, on atoms 1 to 2:
1 C -0.140
2 Si 0.428

2.
C24H45F3N10O7P2 | ωB97M-V with the def2-TZVPD basis set

```
! RIJCOSX wB97M-V def2-TZVPD def2/J DEFGRID3
* xyz 0 1
C -3.22 -3.32 1.69
O -3.62 -3.01 0.33
C -3.31 -1.62 0.03
C -1.74 -1.27 0.25
N -1.46 -0.22 1.17
C -0.03 -0.11 1.27
C 0.52 1.04 2.26
C -0.54 2.00 3.04
C -0.89 3.19 2.02
C 0.36 4.10 1.59
C 0.99 4.78 2.93
C -0.08 5.28 0.57
C 2.02 1.32 2.52
C 3.06 0.42 1.78
P 4.90 0.76 2.17
C 5.01 2.29 3.32
C 5.41 -0.74 3.25
C 2.60 -0.72 0.78
P 3.99 -1.72 -0.03
C 5.12 -0.48 -0.98
O 3.43 -2.78 -1.25
C 1.05 -0.94 0.53
N 0.68 -1.96 -0.42
C -0.72 -2.13 -0.56
C -1.21 -3.26 -1.60
O -2.14 -2.76 -2.61
C -1.48 -2.30 -3.76
F -0.67 -1.15 -3.54
F -2.51 -1.86 -4.66
F -0.78 -3.32 -4.48
H -3.93 -4.06 2.20
H -2.14 -3.71 1.65
H -3.24 -2.36 2.32
H -3.95 -0.99 0.77
H -3.62 -1.30 -1.02
H -1.42 1.33 3.32
H -0.05 2.36 4.02
H -1.77 3.80 2.46
H -1.28 2.69 1.05
H 1.18 3.50 1.04
H 2.09 4.48 3.01
H 0.38 4.48 3.86
H 0.86 5.92 2.83
H 0.56 6.23 0.68
H 0.06 4.93 -0.52
H -1.18 5.58 0.71
H 2.29 2.15 3.25
H 4.49 2.11 4.33
H 6.12 2.51 3.54
H 4.58 3.23 2.82
H 6.32 -1.29 2.84
H 4.54 -1.49 3.39
H 5.70 -0.38 4.31
H 4.61 0.54 -0.91
H 5.23 -0.87 -2.05
H 6.12 -0.49 -0.40
H 3.30 -2.33 -2.11
H -0.26 -3.72 -2.09
H -1.65 -4.10 -0.96
C -6.73 0.71 0.89
O -5.77 0.52 1.62
N -7.93 1.14 1.35
N -6.68 0.51 -0.45
H -8.73 1.31 0.76
H -8.01 1.31 2.34
H -5.80 0.19 -0.83
H -7.45 0.66 -1.07
C -3.11 -3.41 -8.68
O -3.42 -3.74 -9.81
N -3.62 -2.32 -8.07
N -2.21 -4.11 -7.94
H -3.37 -2.03 -7.13
H -4.29 -1.77 -8.58
H -1.81 -4.93 -8.36
H -1.94 -3.86 -7.00
C 4.51 1.80 -4.12
O 5.19 0.85 -3.78
N 4.72 3.05 -3.64
N 3.49 1.69 -5.01
H 4.17 3.85 -3.91
H 5.47 3.18 -2.98
H 3.30 0.78 -5.38
H 2.92 2.47 -5.30
C -0.11 -1.54 5.57
O 0.10 -0.41 5.99
N -0.47 -2.57 6.37
N -0.01 -1.86 4.25
H -0.64 -3.50 6.05
H -0.56 -2.37 7.36
H 0.26 -1.11 3.62
H -0.17 -2.78 3.89
*
```

Computed properties:
Relative energy (zero: lowest compared OMol25 entry of this formula, charge and spin) in eV: 7.9539
Calculated total energy in eV: -81577.34512
Structure (SMILES): COCc1nc2c(CCC(C)C)cc(P(C)C)c(P(C)O)c2nc1COC(F)(F)F.NC(N)=O.NC(N)=O.NC(N)=O.NC(N)=O

These are the Löwdin partial charges, in e, on atoms 1 to 2:
1 C -0.106
2 O -0.234

3.
C2H8S4 | ωB97M-V with the def2-TZVPD basis set

```
! RIJCOSX wB97M-V def2-TZVPD def2/J DEFGRID3
* xyz 0 1
C 1.49 -0.68 1.13
S 2.44 0.81 0.68
S 2.46 0.68 -1.38
H 1.11 -1.16 0.24
H 2.13 -1.39 1.60
H 0.76 -0.36 1.86
H 1.27 1.28 -1.56
C -1.66 -0.63 -1.08
S -1.97 1.11 -0.80
S -1.83 1.03 1.27
H -0.60 -0.85 -1.00
H -2.21 -1.25 -0.38
H -1.98 -0.89 -2.09
H -1.42 2.28 1.50
*
```

Computed properties:
Relative energy (zero: lowest compared OMol25 entry of this formula, charge and spin) in eV: 0.3449
Calculated total energy in eV: -45544.39565
Structure (SMILES): CSS.CSS

These are the Löwdin partial charges, in e, on atoms 1 to 2:
1 C -0.487
2 S 0.356

Question: Among the records above, which one has the highest relative energy (zero: lowest compared OMol25 entry of this formula, charge and spin)?
Answer: C24H45F3N10O7P2